# 1
Molecular formula: C31H38NO2Tm
Method: DFT, ωB97M-V/def2-TZVPD

Properties
Total charge: 0
Frontier orbital gap (spin up / spin down): 6.63 / 6.63 eV
⟨S²⟩: 2.00
Calculated total energy: -67877.017 eV
Multiplicity: 3
Energy above the lowest of the compared OMol25 structures with the same formula, charge and spin: 0.708 eV

Structure (XYZ):
```
73
C31H38NO2Tm (ωB97M-V/def2-TZVPD)
Tm -0.227 -0.702 0.830
O 0.679 -0.600 -4.119
O -0.125 0.276 -1.407
N 0.623 0.431 2.918
C 0.757 -2.531 2.044
C -0.040 -3.100 0.991
C -2.881 -0.293 0.262
C 0.872 -0.113 4.183
C -1.954 1.195 -2.686
C 1.241 2.394 1.620
C 0.557 0.596 -4.986
C -2.483 0.763 1.126
C 1.180 3.774 1.439
C 0.330 2.679 3.864
C 2.313 -0.323 6.145
C 0.272 4.057 3.666
C 0.499 -1.364 -5.358
C 0.179 1.711 -1.535
C 0.420 -0.155 -6.303
C 0.750 1.814 2.823
C 0.650 4.611 2.430
C 1.307 -1.024 6.834
C 1.822 -1.794 1.443
C 1.671 -2.256 -5.683
C -0.802 -2.131 -5.424
C 1.692 -1.904 0.017
C 0.100 -1.286 6.180
C 2.098 0.134 4.849
C -0.108 -0.856 4.874
C -1.278 -0.084 -2.218
C -2.205 0.181 2.392
C -0.874 2.272 -2.482
C -2.718 -1.524 0.930
C 0.534 -2.702 -0.263
C -2.325 -1.235 2.271
H 1.467 -1.371 7.853
H 2.627 -1.729 -5.591
H 1.531 4.217 0.498
H -0.909 -2.504 -6.456
H -2.249 -1.968 3.084
H 1.655 -3.127 -5.025
H -0.707 -1.807 6.695
H 0.104 2.165 -0.543
H 1.271 -0.019 -6.980
H 1.555 -2.607 -6.716
H -1.674 -1.499 -5.211
H -2.052 0.739 3.316
H -0.872 -0.650 -3.048
H -2.962 -2.505 0.516
H -0.793 -2.994 -4.748
H -2.266 1.102 -3.731
H 0.218 -3.024 -1.253
H 2.649 -1.320 1.972
H 1.218 1.770 -1.892
H 0.626 -2.735 3.107
H 0.028 2.244 4.820
H -0.562 -0.033 -6.795
H -3.361 -0.158 -0.710
H 0.541 5.683 2.268
H -2.509 1.833 0.891
H 1.444 1.244 -4.964
H -0.074 4.701 4.469
H -0.897 -3.756 1.147
H -1.904 -0.780 -1.657
H 2.861 0.701 4.310
H 1.684 1.725 0.865
H -1.262 3.246 -2.163
H -0.356 2.449 -3.427
H 3.260 -0.112 6.633
H -2.850 1.413 -2.095
H 2.411 -1.548 -0.723
H -0.365 1.155 -4.755
H -1.049 -1.053 4.369
```


# 2
Molecular formula: C51H64N8O9
Method: DFT, ωB97M-V/def2-TZVPD

Properties
Total charge: 0
Structure (SMILES): CCOC(=O)OC.CCOC(=O)OC.CCOC(=O)OC.c1cc[nH]c1.c1ccncc1.c1ccncc1.c1ccncc1.c1ccncc1.c1ccncc1.c1ccncc1.c1ccncc1
Frontier orbital gap: 8.77 eV
Calculated total energy: -84270.841 eV

Structure (XYZ):
```
132
C51H64N8O9 (ωB97M-V/def2-TZVPD)
O 2.504 2.692 -4.167
O 1.937 1.201 -2.579
O 4.059 1.762 -2.890
O -3.466 -3.346 -0.127
O 0.044 7.460 -5.152
O -5.490 -4.110 -0.514
O 1.402 5.625 -5.285
O -4.977 -2.977 1.354
O -0.600 5.674 -4.137
N -2.533 3.047 3.533
N 3.702 -1.474 4.546
N 4.659 -2.976 -0.922
N -0.299 -2.783 -3.662
N 2.414 3.124 2.545
N -0.550 -5.635 2.235
N -7.342 0.933 0.405
N 0.126 0.178 -0.375
C 5.797 1.435 -1.276
C -2.336 -6.015 3.834
C 1.263 3.140 3.228
C -1.321 -6.413 2.983
C -0.970 -0.921 1.116
C 3.361 -2.833 -1.027
C 0.998 8.228 -5.847
C -2.918 -5.043 -1.803
C -2.248 2.670 2.288
C -3.124 -3.578 -1.516
C 1.592 -3.662 -4.932
C -0.487 3.964 -2.331
C 3.791 -3.688 3.623
C 3.465 2.636 3.163
C 2.294 2.071 5.119
C 1.265 -1.302 -4.778
C 3.469 2.052 4.408
C -2.494 -4.638 4.006
C 0.444 -3.732 -4.148
C 1.986 -2.384 -5.286
C -6.565 1.018 1.513
C 0.359 6.171 -4.947
C 0.212 -1.497 -3.958
C -4.553 0.515 0.342
C 1.210 2.647 4.527
C 4.549 -1.586 0.985
C 2.388 -1.475 4.335
C 2.553 -2.127 -0.151
C 2.390 -3.732 3.506
C -5.200 0.816 1.496
C -2.293 3.571 1.184
C 4.380 -2.553 4.132
C 4.546 0.845 -1.861
C -6.693 0.795 -0.707
C -5.321 0.615 -0.813
C 3.210 -1.395 0.860
C -1.661 -3.782 3.318
C -6.335 -3.119 1.746
C -4.699 -3.594 0.216
C 0.611 0.553 0.840
C -0.659 4.247 -3.843
C -0.055 -0.131 1.810
C -0.752 -4.343 2.370
C 5.246 -2.356 0.101
C -2.647 4.915 1.378
C -2.957 5.308 2.689
C -0.873 -0.736 -0.244
C -2.885 4.321 3.703
C 2.749 1.869 -3.189
C 1.692 -2.595 3.861
C 3.663 3.367 -4.725
H 5.051 -1.110 1.830
H -7.335 0.774 -1.607
H -1.359 4.396 -1.772
H -3.166 -4.115 4.761
H -1.716 -2.687 3.530
H 1.824 -0.537 4.631
H -6.391 -2.707 2.742
H 2.856 -2.227 -5.855
H -1.093 -7.468 2.952
H 0.396 3.648 2.776
H 0.334 2.787 5.102
H 1.859 -4.623 3.115
H 0.611 -2.519 3.799
H 6.642 1.522 -1.967
H 2.141 -4.568 -5.104
H 4.655 -0.185 -2.235
H 6.309 -2.522 0.183
H -3.489 0.429 0.245
H 0.088 3.670 -4.383
H -2.232 -2.982 -1.628
H -7.069 -2.609 1.115
H 4.496 -4.489 3.364
H -3.934 -5.468 -1.901
H -0.421 2.886 -2.224
H -2.745 5.556 0.510
H -2.439 -5.209 -2.783
H -0.320 -0.722 -3.468
H -3.885 -3.121 -2.146
H 5.590 2.514 -1.114
H 1.455 -2.234 -0.146
H 4.418 2.631 2.596
H -4.832 0.541 -1.800
H 4.311 1.561 4.852
H 1.943 8.131 -5.337
H 0.186 -0.076 2.854
H 4.278 2.679 -5.302
H -2.338 -5.549 -1.026
H 0.572 0.554 -1.212
H 2.779 -0.808 1.654
H 2.926 -3.375 -1.869
H -3.166 4.528 4.731
H -2.907 -6.707 4.416
H 3.297 4.223 -5.264
H -1.638 3.823 -4.136
H -1.385 -1.218 -0.990
H 1.563 -0.307 -4.977
H 1.058 7.908 -6.878
H 1.479 1.196 0.834
H -1.639 -1.636 1.578
H 0.749 9.323 -5.772
H -0.094 -3.710 1.791
H 0.121 -4.736 -3.848
H 6.182 0.945 -0.389
H 2.241 1.575 6.017
H 0.460 4.372 -1.947
H -3.275 6.345 2.845
H -2.135 3.152 0.193
H -4.675 0.798 2.463
H -1.922 1.666 2.093
H 4.278 3.649 -3.869
H 5.452 -2.481 4.180
H -6.627 -4.156 1.866
H -7.181 1.246 2.363
H 3.780 0.898 -1.142
```